{"formula": "H4NO2P2", "method": "the ωB97M-V functional and the def2-TZVPD basis", "symbols": ["N", "O", "O", "P", "P", "H", "H", "H", "H"], "xyz": [[-1.512, -0.182, -0.005], [0.222, -1.143, 1.487], [0.252, 1.407, 1.095], [1.261, -0.179, -1.297], [0.005, 0.051, 0.610], [-1.895, 0.530, -0.535], [-2.032, -1.023, 0.301], [2.320, -0.558, -0.604], [1.379, 1.097, -1.052]], "nbo_charge": [-1.262, -1.199, -1.172, -0.262, 2.152, 0.374, 0.406, -0.025, -0.011], "total_charge": -1, "gap_ha": 0.3182, "e_above_lowest_kcal_mol": 15.9, "lumo_ev": 4.49}

{"formula": "H4NO2P2", "method": "the ωB97M-V functional and the def2-TZVPD basis", "symbols": ["N", "O", "O", "P", "P", "H", "H", "H", "H"], "xyz": [[-0.794, 0.972, -0.846], [-1.669, -1.655, -0.762], [-1.151, -0.307, 1.609], [1.312, -1.242, -0.144], [-0.862, -0.618, 0.008], [-0.469, 1.529, -0.095], [-1.735, 0.967, -1.189], [1.276, -1.997, 1.018], [1.584, 0.013, 0.288]], "nbo_charge": [-1.194, -1.160, -1.169, -0.172, 1.970, 0.383, 0.382, -0.009, -0.029], "total_charge": -1, "gap_ha": 0.3230, "e_above_lowest_kcal_mol": 25.4, "lumo_ev": 4.45}

{"formula": "H4NO2PS", "method": "the ωB97M-V functional and the def2-TZVPD basis", "symbols": ["N", "O", "O", "P", "S", "H", "H", "H", "H"], "xyz": [[-0.766, -0.921, 0.395], [0.173, 1.419, 0.822], [0.139, 0.417, -1.505], [0.501, -0.032, 0.017], [3.227, 0.664, -0.148], [-1.061, -1.764, -0.139], [-1.483, -0.452, 0.888], [0.980, 1.544, 1.216], [0.960, 0.991, -1.866]], "nbo_charge": [-1.222, -0.954, -1.004, 1.730, -0.433, 0.434, 0.426, 0.493, 0.530], "gap_ha": [0.2576, 0.2571], "e_above_lowest_kcal_mol": 84.4, "lumo_ev": [-2.05, -1.85]}

{"formula": "H4NO2SSi", "method": "the ωB97M-V functional and the def2-TZVPD basis", "symbols": ["N", "O", "O", "Si", "S", "H", "H", "H", "H"], "xyz": [[-2.492, 0.318, -1.002], [0.260, -0.380, -0.636], [-1.401, 1.484, 0.867], [1.556, -0.248, 0.185], [-1.562, 0.174, 0.249], [-2.863, -0.572, -1.166], [1.933, -1.342, 1.158], [2.704, -0.427, -0.532], [1.864, 0.993, 0.879]], "nbo_charge": [-1.114, -1.233, -0.960, 1.292, 1.522, 0.329, -0.290, -0.287, -0.259], "total_charge": -1, "gap_ha": 0.3109, "e_above_lowest_kcal_mol": 25.6, "lumo_ev": 3.86}

{"formula": "H4NPS2", "method": "the ωB97M-V functional and the def2-TZVPD basis", "symbols": ["N", "P", "S", "S", "H", "H", "H", "H"], "xyz": [[-1.763, 0.580, -0.331], [1.815, -0.134, -0.819], [2.357, 1.215, 0.502], [1.368, -1.816, 0.273], [-1.790, -0.427, 0.012], [-2.147, 1.283, 0.268], [-1.868, 0.680, -1.265], [2.027, -1.381, 1.360]], "nbo_charge": [-1.110, 0.538, -0.427, -0.283, 0.377, 0.378, 0.361, 0.166], "gap_ha": 0.2842, "e_above_lowest_kcal_mol": 13.8, "lumo_ev": -1.18}

{"formula": "H4NPS2", "method": "the ωB97M-V functional and the def2-TZVPD basis", "symbols": ["N", "P", "S", "S", "H", "H", "H", "H"], "xyz": [[0.649, 1.120, 0.350], [0.678, -0.326, 1.159], [-2.175, -0.499, -0.110], [1.430, -1.606, -0.388], [0.278, 1.812, 0.950], [0.546, 1.056, -0.616], [-1.525, 0.477, -0.596], [0.119, -2.033, -0.750]], "nbo_charge": [-1.129, 0.922, -0.522, -0.386, 0.411, 0.415, 0.061, 0.229], "gap_ha": [0.2286, 0.2595], "e_above_lowest_kcal_mol": 48.1, "lumo_ev": [-1.91, -1.54]}

{"formula": "H4NPSi", "method": "the ωB97M-V functional and the def2-TZVPD basis", "symbols": ["N", "Si", "P", "H", "H", "H", "H"], "xyz": [[0.001, -0.695, -0.021], [-0.401, 1.007, 0.069], [0.754, -1.896, 0.583], [-0.736, 1.603, 1.285], [1.088, 1.512, -0.207], [-1.587, 1.180, -0.986], [0.881, -2.711, -0.724]], "nbo_charge": [-1.347, 1.081, 0.914, -0.209, -0.156, -0.155, -0.130], "gap_ha": 0.3022, "e_above_lowest_kcal_mol": 11.6, "lumo_ev": -0.60}

{"formula": "H4NS", "method": "the ωB97M-V functional and the def2-TZVPD basis", "symbols": ["N", "H", "H", "H", "S", "H"], "xyz": [[-1.124, -0.213, 0.905], [-0.660, 0.058, 0.072], [-0.696, 0.035, 1.784], [-0.883, -1.188, 0.829], [1.079, 0.943, -2.004], [2.285, 0.364, -1.586]], "nbo_charge": [-1.095, 0.409, 0.342, 0.334, -1.076, 0.086], "total_charge": -1, "gap_ha": 0.2650, "e_above_lowest_kcal_mol": 5.9, "lumo_ev": 4.66}

{"formula": "H4NS", "method": "the ωB97M-V functional and the def2-TZVPD basis", "symbols": ["N", "H", "H", "H", "S", "H"], "xyz": [[1.311, 0.320, -0.057], [2.002, 0.240, -0.806], [0.428, -0.012, -0.374], [1.172, 1.328, 0.281], [-2.081, -0.601, 0.056], [-2.833, -1.275, 0.901]], "nbo_charge": [-1.097, 0.334, 0.403, 0.352, -1.079, 0.087], "total_charge": -1, "gap_ha": 0.2615, "e_above_lowest_kcal_mol": 6.3, "lumo_ev": 4.67}

{"formula": "H4NS", "method": "the ωB97M-V functional and the def2-TZVPD basis", "symbols": ["N", "H", "H", "H", "S", "H"], "xyz": [[1.397, -1.677, 0.625], [1.407, -2.122, 1.547], [1.392, -0.687, 0.872], [0.502, -1.903, 0.221], [-0.829, 0.986, -0.338], [-0.265, 0.987, -1.546]], "nbo_charge": [-1.087, 0.322, 0.385, 0.373, -1.077, 0.083], "total_charge": -1, "gap_ha": 0.2671, "e_above_lowest_kcal_mol": 2.4, "lumo_ev": 4.77}

{"formula": "H4O2", "method": "the ωB97M-V functional and the def2-TZVPD basis", "symbols": ["H", "H", "H", "H", "O", "O"], "xyz": [[0.744, -0.240, -0.533], [1.985, 0.553, -0.259], [-1.001, 0.563, 0.507], [-1.969, -0.559, 0.399], [1.470, -0.220, 0.047], [-1.229, -0.096, -0.161]], "nbo_charge": [0.480, 0.460, 0.474, 0.477, -0.943, -0.947], "gap_ha": 0.4397, "e_above_lowest_kcal_mol": 7.1, "lumo_ev": 0.81}

{"formula": "H4O2", "method": "the ωB97M-V functional and the def2-TZVPD basis", "symbols": ["H", "H", "H", "H", "O", "O"], "xyz": [[1.014, -0.322, 0.251], [2.129, 0.586, -0.078], [-0.948, 0.360, -0.062], [-2.487, 0.066, 0.027], [1.895, -0.349, -0.069], [-1.603, -0.342, -0.068]], "nbo_charge": [0.458, 0.462, 0.462, 0.479, -0.919, -0.941], "gap_ha": 0.4513, "e_above_lowest_kcal_mol": 6.8, "lumo_ev": 0.56}

{"formula": "H4O2", "method": "the ωB97M-V functional and the def2-TZVPD basis", "symbols": ["H", "H", "H", "H", "O", "O"], "xyz": [[0.777, -1.289, 0.555], [1.050, -1.386, -0.942], [0.029, 0.756, -0.143], [-0.970, 0.931, 0.820], [0.330, -1.360, -0.299], [-0.441, 1.484, 0.263]], "nbo_charge": [0.474, 0.477, 0.471, 0.457, -0.944, -0.935], "gap_ha": 0.4358, "e_above_lowest_kcal_mol": 3.7, "lumo_ev": 0.61}

{"formula": "H4O2", "method": "the ωB97M-V functional and the def2-TZVPD basis", "symbols": ["O", "H", "H", "O", "H", "H"], "xyz": [[-2.215, -1.444, 0.716], [-2.811, -2.172, 0.428], [-2.546, -1.190, 1.607], [2.902, 1.600, -1.053], [2.091, 1.307, -1.527], [2.580, 1.899, -0.172]], "nbo_charge": [-0.941, 0.471, 0.470, -0.941, 0.471, 0.470], "gap_ha": 0.4528, "e_above_lowest_kcal_mol": 5.7, "lumo_ev": 0.88}

{"formula": "H4O2", "method": "the ωB97M-V functional and the def2-TZVPD basis", "symbols": ["H", "H", "H", "H", "O", "O"], "xyz": [[-1.571, -0.329, 0.733], [-1.272, 0.985, -0.080], [2.191, -0.226, -0.082], [0.779, -0.557, -0.433], [-1.428, -0.014, -0.139], [1.302, 0.141, 0.002]], "nbo_charge": [0.471, 0.485, 0.461, 0.482, -0.954, -0.945], "gap_ha": 0.4532, "e_above_lowest_kcal_mol": 4.6, "lumo_ev": 1.00}

{"formula": "H4O2", "method": "the ωB97M-V functional and the def2-TZVPD basis", "symbols": ["H", "H", "H", "H", "O", "O"], "xyz": [[-0.374, -0.596, -0.558], [-1.033, -1.836, -1.259], [1.039, 1.061, 0.437], [0.434, 1.460, 1.776], [-0.272, -1.204, -1.322], [0.205, 1.114, 0.925]], "nbo_charge": [0.484, 0.471, 0.476, 0.476, -0.956, -0.950], "gap_ha": 0.4419, "e_above_lowest_kcal_mol": 2.4, "lumo_ev": 0.80}

{"formula": "H4O2", "method": "the ωB97M-V functional and the def2-TZVPD basis", "symbols": ["H", "H", "H", "H", "O", "O"], "xyz": [[-1.943, -0.197, 0.716], [-1.432, 0.938, -0.221], [1.329, 0.842, 0.330], [0.587, -0.409, -0.018], [-1.346, -0.082, -0.082], [1.529, -0.065, -0.019]], "nbo_charge": [0.481, 0.479, 0.452, 0.490, -0.950, -0.953], "gap_ha": 0.4157, "e_above_lowest_kcal_mol": 6.9, "lumo_ev": 0.41}

{"formula": "H4O2", "method": "the ωB97M-V functional and the def2-TZVPD basis", "symbols": ["H", "H", "H", "H", "O", "O"], "xyz": [[1.640, 0.353, 0.620], [0.137, 0.406, 0.578], [-1.080, -1.266, -0.149], [-1.599, -0.616, -1.468], [0.847, 0.902, 0.984], [-0.734, -0.761, -0.932]], "nbo_charge": [0.463, 0.475, 0.472, 0.483, -0.943, -0.950], "gap_ha": 0.4254, "e_above_lowest_kcal_mol": 7.8, "lumo_ev": 0.54}

{"formula": "H4O2", "method": "the ωB97M-V functional and the def2-TZVPD basis", "symbols": ["H", "H", "H", "H", "O", "O"], "xyz": [[0.718, -0.112, -0.217], [0.801, -1.466, -0.939], [-0.684, 0.162, 0.834], [-1.148, 1.536, 0.578], [1.291, -0.839, -0.397], [-0.977, 0.719, 0.141]], "nbo_charge": [0.475, 0.469, 0.468, 0.476, -0.955, -0.933], "gap_ha": 0.4431, "e_above_lowest_kcal_mol": 4.2, "lumo_ev": 0.77}

{"formula": "H4O2", "method": "the ωB97M-V functional and the def2-TZVPD basis", "symbols": ["H", "H", "H", "H", "O", "O"], "xyz": [[2.200, 0.590, -0.312], [0.866, 0.013, 0.113], [-1.759, 0.622, 0.327], [-1.792, -0.935, 0.040], [1.800, -0.212, -0.029], [-1.315, -0.078, -0.139]], "nbo_charge": [0.460, 0.486, 0.477, 0.486, -0.951, -0.958], "gap_ha": 0.4306, "e_above_lowest_kcal_mol": 2.3, "lumo_ev": 0.70}